ORCA calculation (ωB97M-V with the def2-TZVPD basis set) on a molecular structure, C45H36CoF3N9O3S2Sb.

charge	+1
ΔE to the lowest compared entry with this formula, charge and spin	100.32	kJ/mol
orbital gap (spin up / spin down)	6.11 / 6.09	eV
2S+1	2
LUMO (spin up / spin down)	-3.9 / -3.9	eV

Geometry as XYZ:
```
100
Properties=species:S:1:pos:R:3:forces:R:3:lowdin_charge:R:1
Co 1.292 0.787 0.496 -0.1 -0.7 1.0 0.36
N -0.521 0.233 3.070 0.3 0.0 0.1 0.19
C 0.766 0.505 3.385 -0.1 0.3 0.1 -0.42
N 1.086 0.557 4.661 -0.1 -0.1 0.5 0.20
C 2.379 0.710 4.945 -0.4 -0.1 -0.7 -0.42
N 2.744 0.806 6.220 0.0 0.0 0.3 0.19
N 3.332 0.751 4.000 0.5 0.1 0.0 0.20
C 2.921 0.769 2.755 -0.4 0.1 0.7 -0.26
N 1.631 0.761 2.373 0.3 0.2 0.7 0.07
C 3.950 0.747 1.710 0.9 -0.1 -0.4 -0.20
C 5.264 0.443 2.052 -0.2 0.1 0.0 0.02
C 6.211 0.333 1.050 -0.2 0.0 -0.2 -0.02
C 5.807 0.545 -0.259 0.0 0.0 0.1 -0.02
C 4.473 0.835 -0.508 0.1 0.1 -0.2 -0.10
N 3.561 0.931 0.447 -0.3 0.0 0.4 0.08
H -1.051 -0.086 3.869 -0.1 0.0 -0.1 0.12
H -0.601 -0.349 2.246 -0.1 -0.1 0.0 0.02
H 2.046 0.681 6.935 0.1 0.0 -0.1 0.12
H 3.720 0.812 6.455 0.0 0.0 0.0 0.12
H 5.500 0.280 3.090 0.1 0.0 0.1 0.11
H 7.233 0.074 1.285 0.0 0.0 0.0 0.12
H 6.510 0.469 -1.074 0.0 0.0 -0.1 0.11
H 4.131 0.989 -1.524 -0.1 0.0 0.0 0.12
N 0.919 2.221 -3.228 -0.1 1.6 1.7 0.14
C 0.979 1.257 -4.204 0.1 -1.7 -1.3 -0.24
C 1.046 1.642 -5.546 0.0 0.0 0.8 -0.01
C 1.105 0.689 -6.540 0.0 -0.6 -0.1 -0.06
C 1.090 -0.664 -6.206 0.0 0.5 -0.4 -0.07
C 1.039 -1.053 -4.883 0.0 0.3 0.6 -0.09
C 0.989 -0.106 -3.866 0.1 1.0 -0.5 -0.40
S 0.938 -0.634 -2.179 -0.2 -1.2 -0.5 1.06
N 1.129 0.777 -1.329 -0.1 4.4 -2.6 -0.36
C 1.060 2.017 -1.883 0.0 -4.9 -1.0 -0.28
C 1.169 3.082 -0.974 0.4 2.6 2.7 -0.15
C 1.155 4.456 -1.321 -0.1 -1.7 -0.4 0.03
C 1.357 5.402 -0.360 0.2 0.1 1.5 -0.02
C 1.557 4.986 0.969 -0.2 0.5 -1.1 -0.01
C 1.531 3.641 1.258 0.0 -0.4 0.2 -0.09
N 1.336 2.689 0.342 -0.1 1.5 -1.8 0.05
H 0.912 3.181 -3.543 0.0 -0.2 0.0 0.14
H 1.061 2.695 -5.792 0.0 0.1 0.0 0.12
H 1.172 0.993 -7.573 0.0 0.0 -0.1 0.11
H 1.129 -1.408 -6.986 0.0 -0.1 -0.1 0.11
H 1.047 -2.097 -4.619 0.0 -0.3 0.0 0.11
H 0.986 4.752 -2.345 0.0 0.1 -0.1 0.11
H 1.365 6.452 -0.610 0.0 0.1 0.0 0.12
H 1.717 5.712 1.749 0.0 0.0 0.1 0.12
H 1.673 3.308 2.277 0.0 -0.1 0.0 0.12
C 0.288 -7.666 -0.430 0.0 0.0 0.0 -0.04
C 0.561 -6.240 -0.063 0.0 0.0 0.1 -0.27
C 0.462 -5.803 1.255 0.0 0.0 -0.2 -0.03
C 0.771 -4.494 1.587 0.0 0.1 0.2 -0.05
C 1.182 -3.618 0.603 0.1 0.5 0.3 -0.27
C 1.269 -4.025 -0.715 0.0 -0.1 -0.2 -0.06
C 0.951 -5.330 -1.046 0.0 0.1 0.1 -0.03
S 1.693 -1.974 1.063 -0.1 -0.4 -0.1 0.53
O 1.730 -1.906 2.505 0.0 -0.5 0.0 -0.28
O 2.913 -1.638 0.368 0.0 -0.6 0.0 -0.29
O 0.586 -1.065 0.533 0.5 -0.3 0.2 -0.54
H 0.014 -8.251 0.444 0.0 -0.1 0.0 0.08
H 1.172 -8.115 -0.882 0.0 -0.1 0.0 0.09
H -0.519 -7.731 -1.158 -0.1 0.0 0.0 0.09
H 0.161 -6.494 2.031 0.0 0.0 0.0 0.12
H 0.733 -4.148 2.608 0.0 0.0 0.1 0.11
H 1.616 -3.330 -1.464 0.1 0.0 -0.1 0.08
H 1.026 -5.662 -2.073 0.0 0.0 -0.1 0.12
F -4.634 0.275 -5.472 0.0 0.0 0.1 0.07
C -4.073 0.359 -4.253 0.1 0.1 0.2 -0.27
C -3.282 -0.684 -3.802 -0.1 0.1 -0.2 0.00
C -2.688 -0.573 -2.559 0.0 0.0 0.1 -0.14
C -2.882 0.557 -1.775 0.5 0.2 0.8 -0.35
C -3.673 1.592 -2.254 0.1 -0.1 0.1 -0.13
C -4.289 1.495 -3.489 0.0 -0.1 -0.3 0.00
Sb -1.788 0.728 0.112 -1.3 0.3 -0.1 1.63
C -2.922 2.346 1.020 0.5 -0.8 -0.5 -0.38
C -2.174 3.339 1.637 0.0 0.0 -0.1 -0.14
C -2.788 4.427 2.230 -0.2 0.1 0.1 0.00
C -4.170 4.495 2.203 0.1 -0.1 0.0 -0.27
F -4.779 5.535 2.795 0.0 0.0 -0.1 0.07
C -4.940 3.518 1.595 -0.1 0.2 0.1 0.01
C -4.305 2.441 1.001 0.0 0.1 0.0 -0.14
C -2.734 -0.942 1.122 0.3 0.6 -0.3 -0.36
C -3.639 -0.746 2.156 0.0 0.0 0.0 -0.12
C -4.180 -1.827 2.832 0.0 -0.3 0.1 0.00
C -3.793 -3.105 2.466 0.1 0.2 -0.1 -0.27
F -4.292 -4.157 3.137 0.0 0.1 -0.1 0.07
C -2.892 -3.326 1.439 -0.1 -0.2 0.1 0.01
C -2.358 -2.234 0.777 0.0 0.0 0.0 -0.12
H -3.129 -1.556 -4.419 0.0 -0.1 -0.1 0.12
H -2.065 -1.378 -2.198 0.0 -0.1 0.0 0.08
H -3.819 2.480 -1.658 -0.1 0.1 0.0 0.09
H -4.916 2.290 -3.864 -0.1 0.0 -0.1 0.12
H -1.093 3.259 1.659 0.0 0.0 0.0 0.06
H -2.219 5.207 2.712 0.0 0.1 0.1 0.12
H -6.016 3.604 1.600 -0.1 0.0 0.0 0.12
H -4.893 1.670 0.525 -0.1 -0.1 -0.1 0.11
H -3.925 0.255 2.446 0.0 0.0 0.1 0.09
H -4.881 -1.690 3.641 -0.1 0.0 0.1 0.12
H -2.608 -4.336 1.180 0.0 -0.1 0.0 0.12
H -1.614 -2.398 0.009 0.0 -0.1 -0.1 0.09
```
Positions in Å, forces in eV/Å.

ORCA calculation (ωB97M-V with the def2-TZVPD basis set) on a molecular structure, C45H36N8O2P2PbS3Se2.

charge	0
ΔE to the lowest compared entry with this formula, charge and spin	220.40	kJ/mol
orbital gap	6.70	eV
LUMO	-1.1	eV

Geometry as XYZ:
```
99
Properties=species:S:1:pos:R:3:forces:R:3:lowdin_charge:R:1
Pb 0.903 0.585 -2.653 -0.4 0.0 0.5 1.22
S 4.012 4.606 -1.597 0.2 0.0 -0.4 0.54
C 2.835 3.504 -2.002 0.0 0.1 0.1 -1.71
S 2.143 3.544 -0.413 -0.2 0.0 0.7 0.79
S 2.492 2.688 -3.410 0.3 0.2 -0.2 0.50
C -4.024 2.209 -0.877 -0.2 0.0 -1.1 -0.02
O -3.891 1.352 -2.021 0.1 -0.1 -0.5 -0.01
C -2.677 0.818 -2.200 0.0 0.1 -0.1 -0.58
O -1.730 0.986 -1.464 -0.3 0.0 0.0 -0.03
N -2.661 0.071 -3.342 -0.1 -0.1 -0.1 0.01
N -1.511 -0.623 -3.710 -0.1 -0.1 0.1 0.00
H -4.913 2.808 -1.047 0.0 0.1 -0.1 0.12
H -3.148 2.845 -0.766 0.0 0.1 0.0 0.10
H -4.141 1.611 0.026 -1.1 0.9 -3.6 0.00
H -3.530 -0.073 -3.831 0.0 0.0 0.0 0.15
H -1.319 -0.518 -4.698 0.0 0.0 0.0 0.08
H -1.560 -1.606 -3.463 -0.1 0.0 0.0 0.10
N 6.336 -6.932 -7.727 0.0 0.0 0.0 0.16
C 5.795 -6.070 -7.192 0.2 -0.2 -0.2 -0.18
C 5.115 -5.001 -6.530 -0.2 0.3 0.2 -0.23
C 5.835 -4.044 -5.816 0.0 -0.1 -0.1 -0.01
C 5.167 -3.022 -5.167 0.0 0.1 0.0 -0.02
C 3.776 -2.940 -5.209 0.1 -0.1 -0.1 -0.18
C 3.068 -3.888 -5.946 0.0 0.0 0.1 -0.01
C 3.725 -4.913 -6.600 0.1 0.0 0.0 -0.01
C 3.042 -1.870 -4.484 0.1 0.2 0.2 -0.03
C 2.227 -1.036 -5.287 -0.1 0.0 -0.3 -0.26
C 2.251 -0.987 -6.702 0.0 0.0 0.1 -0.03
C 1.371 0.006 -7.092 0.0 0.0 -0.1 -0.07
C 0.829 0.524 -5.912 0.0 0.0 0.1 -0.20
N 1.331 -0.087 -4.832 0.3 -0.2 -0.2 -0.14
C 3.262 -1.776 -3.117 0.0 -0.2 -0.1 -0.24
C 4.142 -2.593 -2.336 0.0 0.0 0.0 -0.01
C 4.153 -2.079 -1.068 0.1 -0.1 0.0 -0.05
C 3.266 -0.979 -1.081 -0.2 0.0 -0.3 -0.18
N 2.722 -0.805 -2.274 0.5 0.0 -0.1 -0.10
H 6.914 -4.108 -5.778 0.0 0.0 0.0 0.12
H 5.727 -2.269 -4.629 0.0 0.0 0.0 0.13
H 1.989 -3.825 -5.992 0.0 0.0 0.0 0.13
H 3.173 -5.646 -7.170 0.0 0.0 0.0 0.12
H 2.874 -1.585 -7.344 0.0 0.0 0.0 0.11
H 1.150 0.331 -8.095 0.0 0.0 0.0 0.10
H 0.117 1.332 -5.808 0.0 0.0 0.0 0.11
H 4.683 -3.450 -2.696 0.0 0.0 0.0 0.11
H 4.705 -2.431 -0.214 0.0 0.0 0.0 0.10
H 3.009 -0.325 -0.264 -0.1 0.0 0.1 0.09
Se -2.300 5.152 2.030 0.0 0.2 0.0 0.31
P -1.991 3.159 2.562 -0.1 -0.2 0.3 0.50
C -0.991 2.963 4.075 -0.1 0.0 -0.2 -0.34
C -1.371 2.236 5.195 0.0 -0.1 -0.1 -0.09
C -0.517 2.160 6.287 0.0 -0.1 0.1 -0.08
C 0.706 2.810 6.265 0.0 0.0 0.0 -0.08
C 1.081 3.546 5.150 0.0 0.0 0.0 -0.07
C 0.234 3.628 4.060 0.0 0.0 0.0 -0.10
C -3.603 2.380 2.795 0.1 0.1 0.1 -0.35
C -4.345 2.779 3.906 0.0 0.0 0.0 -0.11
C -5.670 2.398 4.027 0.0 0.0 0.1 -0.07
C -6.272 1.659 3.017 0.0 0.0 -0.1 -0.07
C -5.546 1.306 1.890 0.0 -0.1 -0.1 -0.06
C -4.212 1.663 1.775 0.4 -0.5 2.1 -0.13
C -0.956 2.256 1.353 0.4 -0.3 -0.2 -0.36
C -0.344 0.982 1.089 0.2 0.4 0.0 -0.38
N 0.642 1.200 0.216 0.2 -0.3 0.4 -0.05
N 0.634 2.493 -0.041 -0.1 -0.1 -0.1 -0.43
N -0.286 3.144 0.621 -0.2 0.3 -0.2 0.00
P -0.327 -0.703 1.788 -0.2 0.1 0.2 0.55
Se 0.324 -2.207 0.478 0.2 0.0 -0.3 0.34
C -2.005 -1.102 2.357 0.1 0.1 -0.1 -0.35
C -2.412 -1.082 3.685 0.0 0.2 -0.1 -0.09
C -3.677 -1.539 4.023 -0.1 0.1 0.1 -0.07
C -4.535 -2.005 3.041 -0.1 0.0 0.0 -0.08
C -4.136 -2.011 1.711 0.0 0.1 0.0 -0.08
C -2.873 -1.565 1.369 -0.1 0.0 0.0 -0.13
C 0.778 -0.533 3.224 -0.1 -0.1 -0.1 -0.34
C 1.824 0.385 3.184 -0.1 0.1 0.0 -0.08
C 2.754 0.427 4.211 0.0 0.0 0.0 -0.07
C 2.639 -0.438 5.288 0.1 0.0 0.0 -0.08
C 1.616 -1.373 5.316 0.0 -0.1 0.1 -0.07
C 0.699 -1.438 4.280 0.0 0.0 0.0 -0.10
H -2.330 1.736 5.228 0.0 -0.1 0.0 0.09
H -0.813 1.593 7.161 0.0 0.0 0.0 0.11
H 1.363 2.750 7.123 0.0 0.0 0.0 0.11
H 2.036 4.056 5.130 0.0 0.0 0.0 0.11
H 0.505 4.219 3.192 0.0 0.0 0.0 0.10
H -3.887 3.413 4.655 0.0 0.0 0.0 0.11
H -6.239 2.697 4.897 0.0 0.0 0.0 0.11
H -7.312 1.375 3.104 0.0 0.0 0.0 0.11
H -6.025 0.754 1.093 0.0 -0.1 -0.1 0.12
H -3.638 1.390 0.898 1.0 -0.7 3.1 0.05
H -1.738 -0.718 4.447 -0.1 0.1 0.1 0.09
H -3.989 -1.534 5.059 0.0 0.0 0.0 0.11
H -5.522 -2.357 3.312 0.0 0.0 0.0 0.11
H -4.805 -2.367 0.938 0.0 0.0 0.0 0.11
H -2.538 -1.593 0.339 0.0 0.0 0.0 0.07
H 1.928 1.062 2.346 0.0 0.0 0.0 0.10
H 3.575 1.130 4.161 0.0 0.0 0.0 0.11
H 3.361 -0.397 6.094 0.0 0.0 0.0 0.11
H 1.540 -2.071 6.140 0.0 0.0 0.0 0.11
H -0.067 -2.203 4.289 0.0 0.0 0.0 0.11
```
Positions in Å, forces in eV/Å.

ORCA calculation (ωB97M-V with the def2-TZVPD basis set) on a molecular structure, C45H38Cl2N2P2STi.

charge	+2
orbital gap	5.83	eV
LUMO	-7.3	eV

Geometry as XYZ:
```
91
Properties=species:S:1:pos:R:3:forces:R:3:lowdin_charge:R:1
Ti -0.055 0.201 0.266 1.5 0.9 0.3 0.51
C -1.446 5.496 -1.478 0.0 -0.1 0.0 -0.04
C -2.177 5.184 -0.340 0.0 0.0 0.0 -0.05
C -2.228 3.882 0.112 0.2 -0.4 0.0 -0.01
C -1.529 2.886 -0.577 -0.2 1.6 -0.6 -0.34
C -0.789 3.196 -1.720 -0.3 -0.4 0.4 -0.05
C -0.761 4.502 -2.168 0.0 0.2 0.0 -0.05
N -1.596 1.553 -0.165 -1.3 -1.0 0.3 -0.10
N -2.681 1.239 0.407 0.0 1.3 -0.5 0.14
C -2.888 -0.081 0.651 0.0 -1.4 0.1 -0.32
C -4.200 -0.474 0.970 0.6 0.5 -0.1 0.03
C -4.512 -1.817 0.938 0.1 -0.3 0.0 -0.03
C -3.525 -2.726 0.583 -0.1 0.2 0.0 -0.02
C -2.213 -2.324 0.326 0.1 -0.2 -0.1 -0.11
C -1.826 -0.991 0.379 -0.6 0.2 0.3 -0.21
H -1.424 6.517 -1.824 0.1 0.1 -0.1 0.12
H -2.715 5.954 0.192 0.0 0.1 0.0 0.12
H -2.773 3.620 1.007 -0.1 0.0 0.0 0.12
H -0.270 2.400 -2.249 -0.1 0.2 0.0 0.09
H -0.217 4.752 -3.065 0.1 0.0 -0.1 0.11
H -4.938 0.283 1.185 -0.1 0.1 0.0 0.13
H -5.512 -2.160 1.156 -0.1 0.0 0.0 0.12
H -3.776 -3.772 0.489 0.0 -0.1 0.0 0.12
H -1.517 -3.113 0.063 -0.1 0.1 0.1 0.09
Cl -0.354 0.359 2.716 -0.2 -0.4 0.2 0.87
C 0.330 1.809 3.396 0.5 0.9 0.0 -0.58
C 0.270 2.043 4.757 -0.1 -0.2 0.0 -0.07
C 0.811 3.224 5.244 -0.1 -0.1 -0.2 -0.04
C 1.385 4.152 4.388 0.0 0.0 -0.1 -0.07
C 1.445 3.903 3.028 -0.2 -0.4 0.1 -0.67
Cl 2.150 5.042 1.955 0.1 0.1 0.0 0.74
C 0.919 2.708 2.506 -0.2 -0.3 -0.1 -0.62
S 1.001 2.375 0.804 -0.1 -0.7 0.0 0.79
H -0.187 1.329 5.425 0.0 -0.1 0.0 0.12
H 0.782 3.427 6.302 0.0 0.0 0.1 0.12
H 1.785 5.075 4.780 0.1 0.1 0.0 0.12
C 3.487 -2.253 -1.133 0.0 0.0 0.0 -0.23
C 2.994 -1.032 -1.919 -0.4 0.0 -0.1 -0.29
P 2.269 0.321 -0.882 1.4 0.1 -0.5 0.96
C 3.607 0.489 0.350 -0.3 0.0 0.2 -0.39
C 3.317 0.353 1.708 -0.1 0.1 0.0 -0.16
C 4.328 0.423 2.650 -0.1 -0.1 0.0 -0.05
C 5.643 0.591 2.244 -0.1 -0.1 0.0 -0.04
C 5.940 0.696 0.895 0.1 0.0 0.0 -0.04
C 4.930 0.655 -0.052 -0.3 0.0 0.0 -0.07
C 2.428 1.709 -2.046 -0.4 0.0 0.1 -0.39
C 1.823 1.576 -3.299 0.0 -0.1 0.1 -0.11
C 1.849 2.631 -4.193 0.0 0.0 -0.1 -0.06
C 2.475 3.820 -3.848 0.0 0.0 0.1 -0.06
C 3.080 3.951 -2.607 0.1 0.0 -0.1 -0.04
C 3.058 2.901 -1.704 -0.1 -0.1 0.1 -0.10
C 2.851 -2.515 0.242 0.1 0.2 0.2 -0.29
P 1.042 -2.142 0.443 0.2 -1.4 -0.5 1.04
C 0.554 -3.437 1.659 -0.3 0.5 0.2 -0.33
C 1.120 -4.712 1.696 0.1 0.0 -0.1 -0.09
C 0.695 -5.646 2.626 0.0 -0.1 0.0 -0.05
C -0.288 -5.329 3.548 0.0 0.1 -0.1 -0.04
C -0.858 -4.066 3.524 0.0 0.0 0.1 -0.05
C -0.441 -3.130 2.593 0.1 0.1 0.0 -0.12
C 0.472 -2.691 -1.218 -0.1 0.1 0.1 -0.39
C 0.733 -3.984 -1.655 -0.1 0.2 0.0 -0.07
C 0.406 -4.373 -2.943 0.0 0.0 0.0 -0.03
C -0.193 -3.471 -3.807 0.0 0.0 0.1 -0.04
C -0.475 -2.181 -3.377 -0.1 0.4 -0.1 -0.05
C -0.141 -1.788 -2.091 0.1 -0.1 0.4 -0.16
H 4.562 -2.157 -0.965 -0.1 0.0 0.0 0.12
H 3.336 -3.130 -1.766 0.1 0.1 0.1 0.11
H 2.254 -1.324 -2.667 0.1 0.1 0.1 0.07
H 3.824 -0.583 -2.472 -0.1 0.1 0.1 0.10
H 2.288 0.176 2.030 0.4 0.1 0.0 0.05
H 4.087 0.345 3.701 0.0 -0.1 0.1 0.12
H 6.429 0.622 2.982 0.1 0.1 0.0 0.12
H 6.963 0.815 0.579 0.1 0.0 -0.1 0.12
H 5.170 0.762 -1.100 0.1 0.0 -0.1 0.12
H 1.324 0.653 -3.574 0.0 0.0 0.0 0.10
H 1.382 2.531 -5.160 0.0 0.0 -0.1 0.12
H 2.490 4.641 -4.548 0.0 0.1 -0.1 0.12
H 3.576 4.873 -2.342 0.0 0.1 0.0 0.12
H 3.519 3.005 -0.731 0.0 0.1 0.0 0.10
H 3.384 -1.969 1.027 -0.1 -0.2 -0.1 0.08
H 2.982 -3.576 0.460 -0.1 0.2 0.1 0.08
H 1.901 -5.012 1.013 0.0 0.0 0.0 0.09
H 1.138 -6.631 2.629 0.1 -0.1 0.0 0.12
H -0.606 -6.062 4.274 0.0 0.0 0.0 0.12
H -1.634 -3.812 4.230 0.0 0.1 0.1 0.12
H -0.924 -2.159 2.578 0.1 -0.2 0.1 0.04
H 1.181 -4.696 -0.980 0.1 -0.1 0.0 0.10
H 0.618 -5.380 -3.267 0.0 -0.1 -0.1 0.12
H -0.454 -3.778 -4.808 0.0 0.0 -0.1 0.12
H -0.957 -1.484 -4.047 0.0 0.0 0.0 0.12
H -0.373 -0.749 -1.762 0.0 -0.5 -0.4 0.07
```
Positions in Å, forces in eV/Å.